60
Properties=species:S:1:pos:R:3:forces:R:3 method="wB97M-V/def2-TZVPD" s2=2.002 total_charge=-1 gap_ev="5.067 / 5.066" lumo_ev="1.552 / 1.552" homo_energy_ha="-0.12918 / -0.12913" spin_multiplicity=3
Tm 0.2417 0.4721 0.0385 0.24 -1.41 1.76
N 1.1735 -1.4634 1.4460 0.28 -0.01 0.28
C 1.6961 -2.6226 0.7253 0.12 0.33 -0.25
C 3.0537 -3.0498 1.3231 0.10 -0.07 -0.32
C 3.9912 -3.9131 0.4802 -0.07 -0.03 0.07
C 3.5069 -5.3344 0.1116 0.42 0.33 -0.20
N 2.2787 -5.7696 0.7508 -0.25 -0.13 0.28
C 1.0736 -5.7871 0.1683 0.26 -0.45 -0.14
N 0.0544 -6.3838 0.8148 -0.34 -0.08 0.00
N 0.9195 -5.3272 -1.0533 0.03 0.13 -0.09
C 1.7270 -2.2777 -0.8051 -0.22 -0.34 0.89
O 2.1203 -3.1749 -1.5915 0.31 -0.17 -0.31
O 1.2648 -1.1842 -1.1613 0.03 0.03 -0.27
H 1.9635 -0.7949 1.5219 -0.21 -0.26 0.13
H 0.8936 -1.7081 2.3956 -0.15 0.16 -0.30
H 0.9664 -3.4397 0.8238 0.09 0.25 -0.09
H 2.8668 -3.5359 2.2864 -0.06 0.05 0.08
H 3.6072 -2.1283 1.5222 -0.09 -0.01 0.06
H 4.9275 -3.9970 1.0367 0.03 -0.01 -0.03
H 4.2029 -3.3738 -0.4409 0.10 -0.05 0.00
H 4.2824 -6.0590 0.3812 -0.16 0.00 -0.11
H 3.3490 -5.3919 -0.9641 0.04 -0.10 0.07
H 2.3407 -6.0543 1.7149 -0.13 0.04 -0.08
H 0.1591 -6.6956 1.7624 0.07 0.01 0.03
H -0.8917 -6.2138 0.4866 0.34 0.10 0.21
H 1.5293 -4.4626 -1.3490 -0.10 -0.06 0.07
H -0.0192 -5.3164 -1.4241 -0.06 -0.03 0.09
O 0.7964 1.9390 -1.2947 0.40 1.76 -0.61
N 1.2204 1.4370 -2.4268 0.18 -0.22 -1.40
C 2.4580 1.7167 -2.8420 0.77 0.26 -0.10
C 2.9301 1.2578 -4.0482 -0.02 0.07 0.08
C 2.0833 0.5034 -4.8609 -0.10 -0.04 0.12
C 0.8206 0.2052 -4.4151 0.39 0.08 -0.12
C 0.3837 0.6476 -3.1618 -0.53 -0.03 -0.02
S -1.1206 0.2549 -2.5057 -0.53 -0.20 -0.04
H 3.0396 2.3131 -2.1533 -0.08 -0.09 0.01
H 3.9471 1.4767 -4.3344 0.01 0.07 0.01
H 2.4174 0.1404 -5.8216 0.07 -0.03 -0.08
H 0.1345 -0.4009 -4.9850 -0.02 -0.01 -0.03
S 0.3115 1.6992 2.4791 -0.05 -0.39 0.20
S 1.8271 2.8944 1.8092 0.54 0.20 -0.16
S 3.5327 1.7212 1.7392 0.08 0.55 0.60
S 3.2929 0.4410 0.1719 -0.03 -0.09 -0.33
Cl -6.3913 2.2095 3.0103 -0.39 0.23 0.17
C -4.9210 1.4898 2.4532 0.22 -0.10 -0.09
C -4.1364 2.1677 1.5296 0.05 -0.18 0.07
C -2.9857 1.5688 1.0664 0.06 -0.30 0.29
Cl -1.9205 2.3840 -0.0181 -0.47 0.47 -0.17
C -2.5734 0.2660 1.4617 -0.64 0.27 0.15
O -1.5578 -0.3268 0.9638 -0.37 -0.12 0.21
C -3.4011 -0.3259 2.4453 0.22 0.25 -0.28
Cl -2.8980 -1.8503 3.0794 0.11 -0.41 0.45
C -4.5488 0.2510 2.9411 -0.07 0.23 -0.12
H -4.4195 3.1483 1.1850 -0.02 0.12 -0.03
H -5.1358 -0.2565 3.6927 -0.03 0.01 -0.01
Cl -2.7406 -5.0633 -0.1406 -0.31 -0.81 -0.25
C -2.7021 -3.3134 0.0303 0.47 1.04 -0.02
Cl -1.2894 -2.5918 -0.7950 -0.86 -0.88 0.10
H -2.6649 -3.0944 1.0992 0.10 0.09 -0.45
H -3.6132 -2.9268 -0.4245 0.20 -0.02 0.04

46
Properties=species:S:1:pos:R:3:forces:R:3 method="wB97M-V/def2-TZVPD" total_charge=+1 gap_ev=4.857 lumo_ev=-5.571 homo_energy_ha=-0.38322
Cu -1.4127 -20.5503 4.0708 1.29 -0.88 -0.56
Cu -1.6909 -22.9367 2.1899 1.29 0.01 0.52
O -0.0490 -21.7844 3.1115 -2.24 0.29 0.41
H 0.3894 -21.2023 2.4826 -0.30 0.18 -0.43
N 3.0437 -21.8539 2.1635 0.18 0.51 -0.09
C 3.6771 -23.0495 2.0093 0.24 -0.58 -0.18
C 4.9305 -22.8148 1.5000 -0.03 -0.14 0.15
C 5.0794 -21.4108 1.3670 -0.59 0.18 0.10
C 3.8934 -20.8525 1.7751 0.22 0.34 -0.26
H 2.1180 -21.7005 2.5125 0.07 -0.31 0.15
H 3.2105 -23.9893 2.2564 -0.07 0.08 0.03
H 5.6458 -23.5811 1.2512 0.05 0.05 0.06
H 5.9103 -20.8291 1.0092 0.14 -0.19 -0.08
H 3.5871 -19.8192 1.7218 -0.05 -0.07 0.22
N -0.1535 -18.8417 -0.4426 -0.67 0.06 0.26
C 0.7569 -19.5765 0.2588 0.25 -0.27 -0.52
C 1.0827 -20.6680 -0.5309 0.13 -0.14 1.66
C 0.2491 -20.6563 -1.6479 -0.68 0.88 -0.82
C -0.5106 -19.4857 -1.5914 0.76 -0.89 0.10
H -0.5636 -17.9852 -0.1181 -0.01 0.07 -0.06
H 1.0863 -19.2829 1.2423 0.25 0.24 -0.15
H 1.8191 -21.3973 -0.2283 -0.03 -0.10 -0.24
H 0.2408 -21.3808 -2.4444 -0.03 0.05 -0.06
H -1.2323 -19.0773 -2.2754 0.00 0.06 -0.01
N 1.8569 -21.9355 5.9059 0.10 -0.08 0.57
C 1.4471 -21.8088 7.2045 -0.60 1.05 -0.07
C 2.1047 -20.7215 7.7448 -0.37 -1.17 -0.01
C 3.0340 -20.2657 6.7778 -0.47 0.38 0.25
C 2.8507 -21.0241 5.6450 -0.25 -0.21 -0.31
H 1.4761 -22.6147 5.2761 0.24 -0.03 -0.25
H 0.5673 -22.3139 7.5730 0.24 -0.30 0.05
H 1.9002 -20.3796 8.7456 0.30 0.24 -0.01
H 3.6375 -19.3950 6.9715 0.39 -0.16 -0.47
H 3.2807 -21.0580 4.6567 0.36 0.32 0.18
C -2.7912 -26.7476 3.2168 1.14 0.03 -0.18
C -2.4594 -25.4278 3.5202 -1.35 0.54 0.57
C -1.1571 -24.9810 3.5836 0.64 -0.18 -1.13
C -0.1227 -25.8470 3.1657 0.04 1.16 0.96
C -0.4074 -27.1505 2.8706 -0.20 -0.09 -0.17
C -1.7315 -27.5976 2.9257 -0.22 -0.32 -0.72
H -3.8142 -27.0868 3.2024 -0.05 -0.01 0.00
H -3.2625 -24.7446 3.7994 0.04 -0.10 0.06
H -0.9061 -23.9652 3.8919 0.03 -0.11 0.36
H 0.8881 -25.4584 3.2140 0.05 -0.22 -0.25
H 0.3926 -27.8085 2.5605 -0.09 -0.14 0.08
H -1.9173 -28.6129 2.5941 -0.14 -0.04 0.31

47
Properties=species:S:1:pos:R:3:forces:R:3 method="wB97M-V/def2-TZVPD" total_charge=0 gap_ev=8.341 lumo_ev=-0.277 homo_energy_ha=-0.31670
C -4.3387 -0.1476 -1.2908 -7.52 4.38 -11.69
C -4.7613 1.1294 -0.7491 -5.64 1.46 1.49
C -3.6717 2.2936 -0.5674 -10.60 0.75 7.44
C -3.0667 2.0797 0.7848 -2.03 1.45 2.33
N -2.4064 0.6658 0.8527 -6.95 8.48 3.11
C -3.0755 -0.1674 1.8946 -2.06 2.68 -0.17
O -4.1373 -0.0034 2.6115 4.88 0.06 -3.47
N -2.3631 -1.2435 1.8212 -2.89 -6.89 7.14
C -1.2146 -1.6196 1.2212 3.97 -1.72 0.61
O -0.7235 -2.8251 1.4914 -2.71 5.31 -1.51
C -0.6092 -0.4144 0.5202 3.55 -4.22 -0.53
C 0.5948 -0.7192 -0.2162 -0.56 -7.38 6.99
N 1.2205 -0.0573 -1.0134 -0.75 11.71 -3.18
C 2.5086 0.2158 -1.5093 -0.68 -7.06 -5.64
C 3.6191 0.3637 -0.7129 1.38 3.99 9.90
C 4.7798 -0.2907 -0.6358 3.65 -2.80 -6.47
C 5.9397 -0.1822 0.1545 -13.10 7.76 4.18
C 5.6792 0.8096 1.2307 4.31 -1.80 -2.08
C 4.6151 1.6179 1.2863 -6.39 2.14 4.16
C 3.4400 1.3124 0.5919 2.35 -2.57 -5.31
H 2.4773 1.7608 0.5275 -0.38 0.85 1.07
H 4.2811 2.2891 2.3326 1.94 -1.70 -3.19
F 6.7305 1.2132 2.0536 -0.93 -1.04 -0.79
H 6.7934 -0.4587 0.1491 10.43 -4.40 -1.02
H 4.9805 -0.7780 -1.8241 -0.38 0.44 3.61
H 2.5501 0.9542 -2.2991 -0.87 0.05 -0.29
H 2.6657 -0.9974 -2.0808 0.35 3.60 0.71
H 0.6514 1.1351 -0.9830 0.19 -3.83 -0.03
C 1.4073 -2.1123 0.1723 2.22 3.09 -6.67
H 1.3238 -2.5382 1.1151 -0.45 -0.57 1.25
H 2.5624 -1.7450 -0.0699 -2.82 -1.24 1.13
C 1.0440 -3.1361 -1.1187 -0.88 -2.23 10.12
H 1.7496 -3.9432 -0.8986 -0.27 -0.23 -0.52
H 1.1245 -2.8323 -2.0215 0.53 2.65 -5.92
H 0.0186 -3.4902 -0.8086 0.99 0.19 -0.88
C -1.1907 0.8583 0.3847 1.33 -6.63 -1.43
O -0.7726 1.5997 -0.5035 0.13 3.05 0.11
H -2.7697 -1.9494 2.8005 1.85 2.17 -4.30
H -3.8625 2.2449 1.6407 1.33 -1.19 -1.75
H -2.4942 3.0378 0.9804 0.91 -1.80 -0.05
H -3.0085 2.0595 -1.1774 5.79 -0.21 -6.52
H -4.4210 3.2684 -0.3488 2.78 -1.97 -1.77
H -5.4814 0.8679 0.2431 2.53 0.95 -1.79
H -5.7354 1.4063 -1.3752 2.36 0.32 0.69
H -3.7746 -0.5852 -0.8037 10.01 -7.35 8.66
H -3.7497 0.0003 -2.3396 -1.37 -0.26 2.09
H -5.1284 -0.9470 -1.5132 0.49 1.57 0.19

Strongest force on any atom / eV Å⁻¹: 2.265 2.292 15.791
Energy above the lowest of the compared OMol25 structures with the same formula, charge and spin / kcal/mol: 18.3 33.8 365.3